ORCA calculation (ωB97M-V/def2-TZVPD) on a molecular structure, C26H50CrGeN12O5S.

CARTESIAN COORDINATES (ANGSTROEM)
C1 -2.88 -0.76 -4.87
N1 3.61 -1.00 0.93
C2 -1.85 -1.31 4.77
C3 -0.36 -1.49 4.94
H1 3.28 0.97 0.90
H2 0.70 -3.30 1.66
C4 -1.31 0.55 -6.20
H3 1.03 -1.28 -2.35
C5 0.04 -3.41 0.80
O1 -1.92 2.09 -1.05
N2 -0.47 1.61 -6.26
N3 -0.98 -0.32 -0.78
H4 -3.14 0.17 3.87
N4 3.10 0.18 0.29
O2 -1.83 2.07 -3.29
C6 1.59 2.58 -3.86
H5 1.29 0.44 -3.74
H6 -2.68 0.94 1.51
H7 -1.56 0.18 -0.11
N5 -1.30 0.22 2.93
C7 -1.57 0.00 -2.09
H8 -0.76 -2.68 0.90
H9 -0.40 -4.41 0.84
O3 1.59 4.58 1.01
H10 -0.19 1.96 -7.16
Cr1 1.02 0.15 -0.20
H11 -0.13 -2.50 5.28
H12 2.25 -1.49 4.43
O4 3.30 2.81 1.32
H13 0.22 1.59 7.22
C8 2.71 -4.32 -0.60
H14 4.63 -0.96 0.96
H15 -2.25 -2.09 4.12
C9 1.66 -1.84 3.59
C10 -3.65 -0.53 -3.57
S1 1.90 3.20 1.23
N6 1.57 3.70 -1.74
H16 -0.87 -3.43 -2.49
N7 -1.96 0.33 -5.09
H17 3.36 -4.26 -1.48
H18 -2.64 -1.86 -2.22
H19 2.14 -1.54 2.66
H20 -1.03 1.60 1.35
H21 3.36 -1.79 0.35
H22 0.02 -0.79 5.69
C11 1.77 1.81 3.59
C12 -1.79 1.27 2.05
C13 -0.47 3.20 4.46
C14 -1.82 1.53 -2.13
H23 -2.07 2.13 2.66
H24 -3.52 -0.56 -1.43
C15 0.13 2.26 5.30
C16 1.56 -1.42 -1.41
N8 -1.41 -0.26 -7.27
H25 -1.33 3.76 4.81
H26 -2.36 -1.37 5.73
C17 1.26 1.57 4.85
H27 0.61 -4.02 -3.25
H28 -1.09 -1.31 -0.59
N9 0.32 -1.28 3.67
O5 0.53 -0.31 1.66
H29 -4.52 -1.19 -3.57
H30 -2.06 -1.03 -7.26
C18 -2.10 0.05 4.15
H31 2.45 -5.37 -0.46
C19 1.16 2.74 2.76
H32 3.60 0.38 -0.57
C20 1.36 1.39 -3.21
C21 0.06 3.45 3.21
H33 3.28 -4.01 0.27
H34 -0.85 -0.28 -2.86
H35 2.63 -1.41 -1.67
H36 1.75 0.86 5.51
H37 -3.60 -0.82 -5.69
C22 1.69 3.71 -3.06
H38 1.88 4.68 -3.50
H39 -1.82 1.09 -4.25
H40 -0.93 -0.06 -8.12
H41 -1.01 2.69 6.93
H42 2.67 1.30 3.26
H43 1.72 2.62 -4.93
Ge1 1.09 -3.26 -0.86
C23 1.34 2.51 -1.20
N10 -0.42 1.97 6.54
H44 -0.27 -5.04 -2.10
N11 1.25 1.35 -1.89
H45 -4.04 0.49 -3.57
H46 -0.52 2.27 -5.50
N12 1.18 2.23 0.13
H47 -0.38 4.21 2.57
C24 -2.87 -0.79 -2.28
H48 -2.34 -1.72 -4.83
C25 -0.14 -0.44 2.72
H49 1.61 -2.93 3.64
H50 -1.85 0.85 4.86
C26 0.03 -4.02 -2.32

Output
- E_tot (eV) = -151661.996
- max |F| (eV Å⁻¹) = 0.7
- LUMO level (alpha / beta) (eV) = -2.13 / -1.87
- Kohn-Sham gap (alpha / beta) (eV) = 8.5 / 8.5
- charge = +1
- multiplicity = 2